Record 1
Molecular formula: C11H31ClMgN3O5
Method: DFT, ωB97M-V with the def2-TZVPD basis set

The value obtained for the energy above the lowest of the compared OMol25 structures with the same formula, charge and spin is 0.00 kJ/mol. As for the gap between HOMO and LUMO: 7.0 eV. The charge is +1. For the LUMO energy, the calculation gives -4.14 eV. As for the largest force on an atom: 0.0403 hartree/bohr. The energy comes out at -1638.3451 hartree. The molar mass comes out at 345.143 g/mol.

Atoms and positions in Å:
1 Mg -0.147 -2.025 0.864
2 Cl -0.393 -0.017 -0.241
3 C -2.495 3.827 -0.572
4 O -3.343 4.601 -1.016
5 N -2.634 2.469 -0.750
6 N -1.404 4.222 0.114
7 H -3.492 2.056 -1.049
8 H -1.891 1.812 -0.565
9 H -0.610 3.628 0.300
10 H -1.192 5.198 0.207
11 C 1.203 3.272 -2.846
12 C 1.677 1.961 -3.457
13 O 1.884 0.990 -2.452
14 H 1.868 3.653 -2.065
15 H 0.295 3.083 -2.253
16 H 0.892 4.086 -3.501
17 H 2.558 2.098 -4.080
18 H 0.884 1.676 -4.165
19 H 1.063 0.896 -1.953
20 C 0.887 2.912 3.146
21 C 1.963 2.760 2.064
22 O 1.360 2.640 0.779
23 H 1.257 2.673 4.145
24 H 0.028 2.264 2.954
25 H 0.477 3.922 3.135
26 H 2.574 1.861 2.232
27 H 2.651 3.603 2.094
28 H 1.090 1.731 0.626
29 C -3.086 -1.161 1.516
30 O -2.127 -2.161 1.163
31 C -2.707 -3.344 0.592
32 C -1.554 -4.323 0.519
33 N -0.433 -3.749 -0.212
34 C 0.784 -4.586 -0.058
35 C 2.017 -3.715 -0.285
36 O 1.776 -2.423 0.255
37 C 2.820 -1.459 0.052
38 H -3.679 -0.836 0.662
39 H -2.558 -0.303 1.928
40 H -3.757 -1.504 2.307
41 H -3.047 -3.132 -0.432
42 H -3.611 -3.740 1.054
43 H -1.893 -5.297 0.147
44 H -1.240 -4.540 1.547
45 H -0.661 -3.710 -1.203
46 H 0.824 -5.394 -0.799
47 H 0.834 -5.193 0.849
48 H 2.197 -3.613 -1.361
49 H 2.925 -4.169 0.119
50 H 3.158 -1.502 -0.984
51 H 3.645 -1.520 0.760
52 H 2.359 -0.478 0.170

Atomic charges from the Mulliken analysis, expressed in e, are listed below: number 1, Mg, carries 0.3361; number 2, Cl, carries -0.6301; number 3, C, carries 0.4620; number 4, O, carries -0.6788; number 5, N, carries -0.1443; number 6, N, carries -0.2617; number 7, H, carries 0.1684; number 8, H, carries 0.0688; number 9, H, carries 0.2095; number 10, H, carries 0.2055; number 11, C, carries -0.6782; number 12, C, carries -0.2209; number 13, O, carries -0.3923; number 14, H, carries 0.2056; number 15, H, carries -0.0220; number 16, H, carries 0.3891; number 17, H, carries 0.3143; number 18, H, carries 0.2317; number 19, H, carries 0.2283; number 20, C, carries -0.9317; number 21, C, carries -0.2553; number 22, O, carries -0.2291; number 23, H, carries 0.3867; number 24, H, carries 0.1650; number 25, H, carries 0.2775; number 26, H, carries 0.2380; number 27, H, carries 0.2872; number 28, H, carries 0.0735; number 29, C, carries -0.7759; number 30, O, carries -0.0031; number 31, C, carries -0.4523; number 32, C, carries -0.7077; number 33, N, carries -0.2415; number 34, C, carries -0.7161; number 35, C, carries -0.4236; number 36, O, carries -0.0591; number 37, C, carries -0.4508; number 38, H, carries 0.3338; number 39, H, carries 0.2291; number 40, H, carries 0.3549; number 41, H, carries 0.3565; number 42, H, carries 0.4828; number 43, H, carries 0.4335; number 44, H, carries 0.3373; number 45, H, carries 0.2007; number 46, H, carries 0.3797; number 47, H, carries 0.4116; number 48, H, carries 0.4159; number 49, H, carries 0.4096; number 50, H, carries 0.3897; number 51, H, carries 0.2874; number 52, H, carries 0.0047

***

Record 2
Molecular formula: C3H5NOS2
Method: DFT, ωB97M-V with the def2-TZVPD basis set

The value obtained for the energy above the lowest of the compared OMol25 structures with the same formula, charge and spin is 539.96 kJ/mol. As for the gap between HOMO and LUMO: 7.2 eV. The charge is 0. For the LUMO energy, the calculation gives -1.72 eV. As for the largest force on an atom: 0.1056 hartree/bohr. The energy comes out at -1043.4836 hartree. The molar mass comes out at 135.213 g/mol.

Atoms and positions in Å:
1 C 1.569 0.251 0.071
2 C -0.707 -0.013 0.190
3 C -1.981 -0.730 -0.063
4 H 0.487 1.810 1.277
5 H 2.030 2.159 -0.465
6 H -0.646 0.538 -0.842
7 H -1.005 0.808 0.841
8 H -1.611 -1.648 -0.535
9 N 1.183 1.591 -0.176
10 O 0.507 -0.506 0.505
11 S 3.111 -0.533 -0.153
12 S -3.416 0.045 -0.113

Atomic charges from the Mulliken analysis, expressed in e, are listed below: number 1, C, carries 0.3581; number 2, C, carries -0.1056; number 3, C, carries -0.3839; number 4, H, carries 0.3694; number 5, H, carries 0.2686; number 6, H, carries 0.3476; number 7, H, carries 0.1870; number 8, H, carries 0.3246; number 9, N, carries -0.6010; number 10, O, carries -0.3245; number 11, S, carries -0.2309; number 12, S, carries -0.2094

***

Record 3
Molecular formula: C44H47N2O3PtSSi
Method: DFT, ωB97M-V with the def2-TZVPD basis set

The value obtained for the energy above the lowest of the compared OMol25 structures with the same formula, charge and spin is 41.21 kJ/mol. As for the gap between HOMO and LUMO: 6.9 eV. The charge is -1. For the LUMO energy, the calculation gives 2.26 eV. As for the largest force on an atom: 0.0184 hartree/bohr. The energy comes out at -2847.2807 hartree. The molar mass comes out at 907.102 g/mol.

Atoms and positions in Å:
1 Pt -1.383 0.108 0.262
2 C 0.269 5.150 1.259
3 C -0.667 4.083 0.751
4 O -1.248 3.329 1.504
5 N -0.874 4.081 -0.603
6 C -1.455 2.959 -1.317
7 C -2.815 2.621 -0.751
8 C -3.941 3.377 -1.017
9 C -5.147 3.055 -0.417
10 C -5.188 1.989 0.459
11 C -4.029 1.268 0.681
12 N -2.876 1.555 0.076
13 H 1.243 4.691 1.413
14 H -0.105 5.507 2.216
15 H 0.391 5.984 0.567
16 H -0.302 4.699 -1.153
17 H -0.866 2.045 -1.223
18 H -1.498 3.235 -2.370
19 H -3.858 4.226 -1.683
20 H -6.038 3.634 -0.622
21 H -6.100 1.692 0.956
22 H -4.016 0.413 1.342
23 S -2.659 -0.967 -1.236
24 C -3.913 -1.906 -0.415
25 C -5.091 -2.199 -1.106
26 C -6.095 -2.951 -0.516
27 C -5.947 -3.431 0.780
28 C -4.773 -3.155 1.468
29 C -3.765 -2.405 0.880
30 H -5.218 -1.824 -2.115
31 H -7.001 -3.160 -1.073
32 H -6.731 -4.018 1.242
33 H -4.628 -3.534 2.473
34 H -2.841 -2.214 1.416
35 O 0.610 1.254 -0.126
36 Si 2.015 1.081 -0.842
37 C 3.437 0.405 0.207
38 C 4.772 0.774 0.014
39 C 5.799 0.208 0.762
40 C 5.507 -0.744 1.728
41 C 4.189 -1.126 1.938
42 C 3.173 -0.557 1.183
43 C 2.669 2.748 -1.503
44 C 2.509 3.127 -2.838
45 C 2.899 4.381 -3.295
46 C 3.475 5.291 -2.419
47 C 3.658 4.935 -1.089
48 C 3.258 3.682 -0.645
49 C 1.919 -0.018 -2.378
50 C 3.055 -0.458 -3.062
51 C 2.955 -1.284 -4.172
52 C 1.705 -1.694 -4.623
53 C 0.564 -1.275 -3.955
54 C 0.677 -0.445 -2.847
55 H 5.019 1.524 -0.730
56 H 6.825 0.513 0.591
57 H 6.305 -1.189 2.312
58 H 3.945 -1.871 2.687
59 H 2.152 -0.865 1.339
60 H 2.069 2.424 -3.538
61 H 2.759 4.646 -4.337
62 H 3.787 6.267 -2.771
63 H 4.112 5.637 -0.398
64 H 3.419 3.416 0.395
65 H 4.040 -0.165 -2.711
66 H 3.851 -1.622 -4.680
67 H 1.626 -2.346 -5.484
68 H -0.416 -1.603 -4.282
69 H -0.215 -0.146 -2.309
70 C -1.843 -0.271 3.499
71 C -0.383 -0.720 3.598
72 C 0.567 0.403 3.188
73 C -0.111 -2.062 2.911
74 C 0.123 -3.110 3.805
75 C 0.432 -4.393 3.400
76 C 0.526 -4.635 2.041
77 C 0.301 -3.645 1.094
78 C 0.489 -4.060 -0.361
79 C 1.631 -3.316 -1.055
80 C -0.791 -3.972 -1.183
81 C -0.043 -2.328 1.512
82 O -0.128 -1.417 0.540
83 H -2.062 0.537 4.200
84 H -2.534 -1.098 3.675
85 H -2.032 0.112 2.491
86 H -0.201 -0.907 4.660
87 H 0.436 0.719 2.150
88 H 1.604 0.088 3.307
89 H 0.400 1.282 3.817
90 H 0.069 -2.887 4.865
91 H 0.613 -5.178 4.123
92 H 0.789 -5.627 1.689
93 H 0.772 -5.117 -0.318
94 H 1.397 -2.257 -1.150
95 H 1.789 -3.718 -2.060
96 H 2.564 -3.410 -0.497
97 H -1.106 -2.939 -1.298
98 H -1.605 -4.530 -0.712
99 H -0.625 -4.386 -2.183

Atomic charges from the Mulliken analysis, expressed in e, are listed below: number 1, Pt, carries 1.0548; number 2, C, carries -1.3474; number 3, C, carries 0.8273; number 4, O, carries -0.5466; number 5, N, carries -0.0277; number 6, C, carries 0.8122; number 7, C, carries 0.1947; number 8, C, carries -1.0875; number 9, C, carries -0.4430; number 10, C, carries -1.0171; number 11, C, carries 0.0031; number 12, N, carries 0.5925; number 13, H, carries 0.1683; number 14, H, carries 0.3837; number 15, H, carries 0.3670; number 16, H, carries 0.2859; number 17, H, carries -1.3874; number 18, H, carries 0.6675; number 19, H, carries 0.5179; number 20, H, carries 0.3954; number 21, H, carries 0.4428; number 22, H, carries 0.4142; number 23, S, carries -0.6838; number 24, C, carries 0.9471; number 25, C, carries -0.8273; number 26, C, carries -0.5496; number 27, C, carries -0.5654; number 28, C, carries -0.7697; number 29, C, carries -0.2736; number 30, H, carries 0.4214; number 31, H, carries 0.3594; number 32, H, carries 0.3537; number 33, H, carries 0.4453; number 34, H, carries 0.3202; number 35, O, carries 0.0226; number 36, Si, carries -0.9951; number 37, C, carries 0.0832; number 38, C, carries -0.1587; number 39, C, carries -0.7989; number 40, C, carries -0.6632; number 41, C, carries -0.9412; number 42, C, carries 0.1062; number 43, C, carries 0.5690; number 44, C, carries -0.4258; number 45, C, carries -0.7670; number 46, C, carries -0.5133; number 47, C, carries -0.8426; number 48, C, carries -0.1246; number 49, C, carries 0.4668; number 50, C, carries -0.1348; number 51, C, carries -0.6631; number 52, C, carries -0.6343; number 53, C, carries -0.4088; number 54, C, carries 0.1991; number 55, H, carries 0.3719; number 56, H, carries 0.4016; number 57, H, carries 0.3667; number 58, H, carries 0.4894; number 59, H, carries 0.6513; number 60, H, carries 0.3392; number 61, H, carries 0.4152; number 62, H, carries 0.3780; number 63, H, carries 0.3786; number 64, H, carries 0.6300; number 65, H, carries 0.2399; number 66, H, carries 0.3759; number 67, H, carries 0.3228; number 68, H, carries 0.4317; number 69, H, carries -0.2151; number 70, C, carries -1.3521; number 71, C, carries 0.6214; number 72, C, carries -1.4354; number 73, C, carries 0.5815; number 74, C, carries -1.1711; number 75, C, carries -1.4271; number 76, C, carries -1.0694; number 77, C, carries 0.0768; number 78, C, carries 0.4900; number 79, C, carries -1.4958; number 80, C, carries -1.3521; number 81, C, carries 0.7523; number 82, O, carries 0.7061; number 83, H, carries 0.5039; number 84, H, carries 0.2870; number 85, H, carries 0.0562; number 86, H, carries 0.7078; number 87, H, carries 0.0343; number 88, H, carries 0.2792; number 89, H, carries 0.4975; number 90, H, carries 0.3543; number 91, H, carries 0.3576; number 92, H, carries 0.3754; number 93, H, carries 0.7478; number 94, H, carries -0.0850; number 95, H, carries 0.5203; number 96, H, carries 0.3475; number 97, H, carries -0.1258; number 98, H, carries 0.3402; number 99, H, carries 0.4756